12
Properties=species:S:1:pos:R:3:forces:R:3 method="wB97M-V/def2-TZVPD" mol_weight_g_mol=112.535 charge=0 spin_multiplicity=1 total_energy_ha=-749.26064 smiles="[H]/N=C(/F)N(C)Cl.[H][H]" lumo_ev=0.1118 orbital_gap_ev=9.54 homo_ha=-0.3465
C -1.332 -0.854 1.112 -4.9 -0.6 1.0
C 0.245 0.593 -0.092 2.2 2.5 -2.6
N 1.358 1.049 -0.593 -2.8 -0.4 2.0
N -0.055 -0.336 0.812 1.3 -1.5 1.7
F -0.922 1.097 -0.586 0.8 -0.5 0.1
Cl 1.309 -1.006 1.660 -0.9 0.3 -0.5
H -2.107 -0.148 1.627 1.8 -0.5 -0.8
H -1.967 -1.263 0.277 1.3 0.7 -0.1
H -1.439 -1.732 1.778 1.4 0.5 -0.1
H 1.292 0.562 -2.834 -0.1 -0.4 -0.1
H 1.444 1.209 -3.131 0.1 0.4 -0.5
H 2.174 0.830 -0.030 -0.1 -0.5 -0.2



13
Properties=species:S:1:pos:R:3:forces:R:3 method="wB97M-V/def2-TZVPD" mol_weight_g_mol=252.511 charge=0 spin_multiplicity=1 total_energy_ha=-1277.67317 lumo_ev=-0.9397 orbital_gap_ev=7.71 homo_ha=-0.3180
C -0.753 1.361 -1.806 1.7 -2.0 -2.4
C -0.500 -0.761 1.974 -1.8 3.6 1.6
O -0.649 -0.028 -1.592 1.8 -1.3 1.5
O 0.312 -1.420 1.151 2.2 -2.0 -2.1
Si 1.223 -0.997 -0.086 -2.6 3.1 -1.2
Cl 2.075 -2.617 -0.745 0.6 -1.0 -0.7
I 2.702 0.938 0.215 -0.5 -0.6 -0.1
H -1.700 1.590 -2.246 -1.0 0.1 0.2
H -0.033 1.720 -2.579 -0.1 -0.2 0.2
H -0.523 1.876 -0.953 0.1 1.8 2.4
H -1.065 0.069 1.418 0.5 -1.2 0.9
H 0.086 -0.292 2.790 -0.3 0.0 -0.3
H -1.174 -1.440 2.459 -0.6 -0.4 0.0



14
Properties=species:S:1:pos:R:3:forces:R:3 method="wB97M-V/def2-TZVPD" mol_weight_g_mol=175.662 charge=0 spin_multiplicity=1 total_energy_ha=-1541.48612 smiles="CCN=[S@@](=O)(Cl)OS" lumo_ev=0.1661 orbital_gap_ev=10.04 homo_ha=-0.3629
C 1.614 -1.156 -0.928 1.7 4.4 1.1
C 1.196 -0.504 0.446 -0.5 -1.4 1.4
N 0.077 0.508 0.352 -0.9 -1.2 -0.9
O -2.153 1.487 0.046 -0.5 -0.2 -0.9
O -1.857 -0.547 -1.178 0.7 0.2 0.1
S -1.892 2.678 1.151 0.5 0.8 0.2
S -1.359 0.113 -0.011 1.7 1.0 0.2
Cl -2.432 -0.824 1.449 0.2 -0.4 0.7
H 0.709 -1.328 -1.348 -2.5 -1.0 -1.9
H 2.190 -0.431 -1.598 -0.9 -0.7 0.9
H 2.212 -1.999 -0.858 0.9 -1.8 0.6
H 0.688 -1.369 1.065 1.5 1.4 -0.8
H 2.069 -0.042 1.058 -1.7 -0.7 -1.1
H -1.062 3.413 0.355 -0.2 -0.3 0.4



14
Properties=species:S:1:pos:R:3:forces:R:3 method="wB97M-V/def2-TZVPD" mol_weight_g_mol=159.594 charge=0 spin_multiplicity=1 total_energy_ha=-1218.57241 smiles="O=S(=O)(O)CCNCl" lumo_ev=0.4472 orbital_gap_ev=10.33 homo_ha=-0.3631
C 0.206 -0.047 -0.918 -0.2 -0.5 -1.8
C -1.241 0.295 -0.584 -0.3 1.4 -2.1
H -0.438 -2.960 0.636 -0.3 1.3 -1.9
H 0.867 0.791 -0.754 0.0 0.6 -0.1
H 0.360 -0.369 -2.039 -0.2 0.1 2.5
H -1.849 -0.401 -0.070 0.2 -1.4 0.7
H -1.924 0.488 -1.449 1.1 0.0 -0.2
H -2.231 1.598 0.557 1.7 -0.5 0.0
N -1.219 1.373 0.322 -2.5 2.4 2.3
O -0.463 -2.317 -0.166 2.1 -0.7 2.8
O 0.786 -1.051 1.686 -0.8 0.3 -3.2
O 2.069 -1.737 -0.247 1.0 -0.5 -1.1
S 0.829 -1.257 0.217 -2.0 -1.6 2.5
Cl -0.731 2.983 -0.222 0.2 -0.6 -0.5



12
Properties=species:S:1:pos:R:3:forces:R:3 method="wB97M-V/def2-TZVPD" mol_weight_g_mol=127.596 charge=0 spin_multiplicity=1 total_energy_ha=-1068.10999 lumo_ev=0.5580 orbital_gap_ev=9.66 homo_ha=-0.3346
C -0.886 1.211 0.593 -0.5 -2.5 2.8
C -0.886 -0.158 -0.154 0.0 1.4 2.2
N 1.428 -0.997 -1.036 2.8 -0.5 -2.1
O 1.525 -0.044 1.219 1.9 2.2 1.9
S 0.826 -1.050 0.509 -3.6 -2.1 -2.2
Cl -2.397 -1.122 0.189 1.2 0.4 -0.4
H -1.114 2.040 0.008 0.0 1.3 -1.4
H 0.153 1.256 1.060 -1.5 0.7 -0.3
H -1.734 1.218 1.392 1.8 -0.2 -1.0
H -0.788 0.102 -1.191 0.1 -0.9 -0.6
H 2.389 -0.518 -1.089 -2.0 -1.0 0.4
H 1.484 -1.938 -1.502 -0.1 1.3 0.8



12
Properties=species:S:1:pos:R:3:forces:R:3 method="wB97M-V/def2-TZVPD" mol_weight_g_mol=128.495 charge=0 spin_multiplicity=1 total_energy_ha=-1031.82337 smiles="CC=P(O)(O)Cl" lumo_ev=0.0217 orbital_gap_ev=8.42 homo_ha=-0.3085
C 0.981 -0.150 0.122 -3.7 -1.2 -0.3
C 1.202 1.297 0.200 -0.7 1.9 0.1
O -0.995 -2.192 0.188 2.9 0.3 -0.2
O -1.801 0.024 0.783 0.6 1.0 -1.4
P -0.648 -0.637 -0.142 -0.7 -1.3 0.1
Cl -1.652 -0.819 -2.229 0.7 0.7 1.5
H 1.585 -0.799 -0.435 1.2 -0.7 -0.9
H 0.711 1.924 -0.627 1.5 -0.7 0.7
H 2.259 1.506 0.433 -0.5 0.3 -0.6
H 0.641 1.627 1.072 0.1 0.3 0.4
H -0.080 -2.622 0.232 -1.8 0.3 0.1
H -2.203 0.840 0.402 0.3 -0.8 0.3



10
Properties=species:S:1:pos:R:3:forces:R:3 method="wB97M-V/def2-TZVPD" mol_weight_g_mol=178.974 charge=+1 spin_multiplicity=1 total_energy_ha=-174.95339 lumo_ev=-3.9908 orbital_gap_ev=8.70 homo_ha=-0.4663
Cs 2.560 4.456 -1.527 0.0 -0.1 0.0
C -1.090 -0.853 -0.121 -0.2 0.1 2.0
C 0.028 -0.074 0.612 -2.2 -1.6 0.5
O 0.987 0.158 -0.311 2.8 1.5 -1.8
H -1.764 -1.195 0.665 -0.5 -0.1 -0.1
H -0.675 -1.769 -0.542 0.0 0.2 -0.4
H -1.651 -0.230 -0.818 0.3 -0.2 -0.2
H 0.468 -0.679 1.405 -0.4 -0.1 0.4
H -0.333 0.847 1.070 0.0 0.1 -0.2
H 1.469 -0.663 -0.432 0.1 0.1 -0.2



13
Properties=species:S:1:pos:R:3:forces:R:3 method="wB97M-V/def2-TZVPD" mol_weight_g_mol=129.046 charge=0 spin_multiplicity=1 total_energy_ha=-750.78818 lumo_ev="-0.1576 / -0.1357" orbital_gap_ev="8.23 / 7.68" homo_ha="-0.3082 / -0.2872"
C -1.154 -0.982 -0.752 -0.9 0.3 -0.6
C 1.372 0.718 0.820 -0.4 -3.3 1.4
N -0.662 0.198 -0.143 -0.8 2.9 0.5
O 0.695 0.352 -0.387 -0.5 -0.7 0.1
F -0.969 3.158 -0.295 -0.5 -0.3 -0.3
F -0.079 2.185 -2.248 -1.0 -0.1 0.1
P -1.474 2.165 -1.446 2.2 -1.3 1.4
H -2.144 -1.296 -0.385 0.2 0.8 -0.3
H -1.085 -0.905 -1.808 -0.6 -0.1 -1.4
H -0.540 -1.792 -0.558 1.6 -1.6 0.9
H 0.655 0.685 1.713 0.9 0.9 -1.5
H 1.950 1.556 0.580 0.5 1.7 0.3
H 2.107 -0.125 1.083 -0.8 1.0 -0.6



10
Properties=species:S:1:pos:R:3:forces:R:3 method="wB97M-V/def2-TZVPD" mol_weight_g_mol=63.075 charge=0 spin_multiplicity=1 total_energy_ha=-234.21170 lumo_ev="-0.4251 / -0.4263" orbital_gap_ev="9.23 / 9.21" homo_ha="-0.3548 / -0.3543"
C -1.127 -0.175 0.209 -0.8 -0.8 0.9
C 0.210 0.502 0.060 -0.3 3.0 -1.9
N 1.174 -0.488 0.303 -0.5 -3.9 -4.3
F 2.406 -0.077 -0.062 2.1 1.7 0.5
H -1.293 -0.540 1.291 0.6 0.3 -1.7
H -1.977 0.491 0.046 0.2 0.0 -0.4
H -1.159 -1.038 -0.484 -0.3 0.4 0.4
H 0.462 1.183 -0.874 -0.9 -1.9 0.9
H 0.237 1.317 0.746 0.4 0.3 1.6
H 1.067 -1.175 -1.235 -0.5 0.8 3.9



12
Properties=species:S:1:pos:R:3:forces:R:3 method="wB97M-V/def2-TZVPD" mol_weight_g_mol=144.176 charge=0 spin_multiplicity=1 total_energy_ha=-1317.34223 smiles="CCP(F)#[SH]=S" lumo_ev=-0.5183 orbital_gap_ev=7.90 homo_ha=-0.3094
C -1.671 0.834 0.361 0.8 0.7 -2.7
C -0.480 -0.024 -0.248 -0.8 2.2 -1.0
F 1.451 1.452 1.186 -0.9 -1.3 -0.7
P 0.872 -0.095 0.875 1.9 1.1 1.3
S 1.245 -2.089 -1.778 1.4 1.1 0.7
S 2.527 -0.628 -0.506 -1.4 -3.4 0.1
H -1.919 0.732 1.370 0.3 -0.5 1.9
H -1.368 1.945 0.215 -1.0 -1.9 -0.1
H -2.600 0.479 -0.149 0.7 1.0 0.0
H -0.284 0.260 -1.330 -0.1 -0.1 1.4
H -0.610 -1.086 -0.295 -0.8 -0.8 0.0
H 2.837 -1.780 0.300 0.0 1.9 -0.9